a.
CH4N3P | the ωB97M-V functional and the def2-TZVPD basis

```
9
CH4N3P | the OMol25 dataset | the ωB97M-V functional and the def2-TZVPD basis
P -0.80504 -0.70198 -0.20344
N 1.81513 -0.54864 -0.01917
N 0.79939 -1.40071 -0.08142
N 1.57805 0.62929 -0.08931
C 0.04427 0.93823 -0.34234
H -1.01135 -0.62326 1.19605
H -0.28538 1.67884 0.37908
H 1.01495 -2.38134 -0.18174
H 0.00255 1.36486 -1.34437
```

## Properties
HOMO-LUMO gap = 10.34 eV
E_LUMO = 1.11 eV
SMILES string = C1N=NNP1

***

b.
CH4N3P | the ωB97M-V functional and the def2-TZVPD basis

```
9
CH4N3P | the OMol25 dataset | the ωB97M-V functional and the def2-TZVPD basis
P 0.91432 0.33833 0.98113
N -2.61486 -0.55494 -0.92663
N -2.75330 -1.11193 -1.96367
N -2.45963 -0.02462 0.02903
C 2.33422 1.21729 1.10989
H 1.67158 -0.73483 0.44503
H 2.21958 2.33457 1.27696
H 3.29138 0.63776 1.10187
H -2.60330 -2.10163 -2.05359
```

## Properties
HOMO-LUMO gap = 9.70 eV
E_LUMO = 0.22 eV

***

Q: Which of them is the least stable? A: b.

***

a.
C2H3N3O3 | the ωB97M-V functional and the def2-TZVPD basis

```
11
C2H3N3O3 | the OMol25 dataset | the ωB97M-V functional and the def2-TZVPD basis
O -0.04897 -1.06499 0.24024
O 2.15693 -0.11944 -0.62423
O 1.49946 2.08915 0.17951
N 1.54477 -1.49741 -0.17882
N -1.07425 0.95963 -0.27673
N -2.23574 0.04531 -0.36054
C 1.28306 0.95996 -0.16385
C 0.04017 0.25914 0.17366
H -1.97422 -0.73333 0.36428
H -3.18404 0.58932 -0.26000
H 1.99282 -1.48734 0.90650
```

## Properties
HOMO-LUMO gap = 8.30 eV
E_LUMO = -0.87 eV
SMILES string = N/N=c1\o[nH]oc1=O

***

b.
C2H3N3O3 | the ωB97M-V functional and the def2-TZVPD basis

```
11
C2H3N3O3 | the OMol25 dataset | the ωB97M-V functional and the def2-TZVPD basis
O -0.88016 1.81436 -0.69656
O 1.68701 -1.07404 1.58513
O -1.69317 -0.58594 -1.46340
N 0.82144 0.71671 0.44641
N -0.02259 0.80251 -0.66785
N -0.04721 -1.28013 0.06788
C 0.92172 -0.62123 0.76165
C -0.71050 -0.44059 -0.77909
H -1.42633 1.67607 0.14184
H -0.34566 -2.25436 0.20946
H 1.69544 1.24663 0.39452
```

## Properties
HOMO-LUMO gap = 10.43 eV
E_LUMO = 0.42 eV
SMILES string = O=c1[nH]c(=O)n(O)[nH]1

***

Q: Which of them is the least stable? A: a.

***

a.
C2H3N3O3 | the ωB97M-V functional and the def2-TZVPD basis

```
11
C2H3N3O3 | the OMol25 dataset | the ωB97M-V functional and the def2-TZVPD basis
O -0.49258 -1.71094 1.32393
O 1.52810 -0.92134 0.67458
O -1.77648 1.66601 -1.10542
N 0.79798 0.65559 -0.75400
N -1.45204 0.72326 -0.09728
N 1.86636 -0.03465 -0.40393
C 0.09098 -0.96352 0.61276
C -0.26204 0.13227 -0.22504
H 2.54073 0.68190 -0.04458
H -1.81943 2.47482 -0.63244
H -2.25327 0.15161 -0.00756
```

## Properties
HOMO-LUMO gap = 9.27 eV
E_LUMO = 0.20 eV
SMILES string = O=c1o[nH]nc1NO

***

b.
C2H3N3O3 | the ωB97M-V functional and the def2-TZVPD basis

```
11
C2H3N3O3 | the OMol25 dataset | the ωB97M-V functional and the def2-TZVPD basis
O -0.68730 -0.58722 0.85026
O 1.79084 -1.06040 0.30349
O -1.86539 1.19305 -0.73193
N 1.05067 -0.31290 -0.73100
N -1.09763 0.30838 -1.38459
N 0.41071 -0.05583 1.69813
C -0.21281 -0.40444 -0.40269
C 1.53054 -0.39036 1.41786
H 2.40240 -0.39071 2.01568
H -0.54791 0.79904 -2.19350
H -2.77412 0.90137 -0.84170
```

## Properties
HOMO-LUMO gap = 10.31 eV
E_LUMO = 0.48 eV
SMILES string = ONC1=NOC=NO1

***

Q: Which of them is the least stable? A: b.

***

a.
C3H3ClO2 | the ωB97M-V functional and the def2-TZVPD basis

```
9
C3H3ClO2 | the OMol25 dataset | the ωB97M-V functional and the def2-TZVPD basis
Cl 1.73012 -1.45888 1.40717
O 0.00479 0.12700 2.31778
O -1.06864 -1.44181 -0.99084
C -0.45049 -0.63249 -0.31357
C 0.46116 -0.52170 1.41970
C -0.17881 0.76818 -0.85668
H -1.10148 1.14010 -1.07712
H 0.29751 0.67213 -1.78574
H 0.30584 1.34747 -0.12068
```

## Properties
HOMO-LUMO gap = 9.54 eV
E_LUMO = 0.39 eV

***

b.
C3H3ClO2 | the ωB97M-V functional and the def2-TZVPD basis

```
9
C3H3ClO2 | the OMol25 dataset | the ωB97M-V functional and the def2-TZVPD basis
Cl 0.08367 0.38882 -2.15673
O 1.22258 -1.97155 -1.86874
O 0.16122 -1.04392 -0.03092
C 0.55357 -1.19309 -1.27146
C -0.61411 0.05221 0.49129
C -0.10339 0.99270 1.29050
H 0.96898 0.98941 1.29758
H -1.63629 -0.01789 0.39031
H -0.63623 1.80332 1.85817
```

## Properties
HOMO-LUMO gap = 11.09 eV
E_LUMO = 0.62 eV
SMILES string = C=COC(=O)Cl

***

Q: Which of them is the least stable? A: a.

***

a.
C8H11N4S | the ωB97M-V functional and the def2-TZVPD basis

```
24
C8H11N4S | the OMol25 dataset | the ωB97M-V functional and the def2-TZVPD basis
S -1.76808 -1.95443 -0.10288
N 0.47498 -0.15139 0.87315
N -0.51986 -0.99160 -0.77660
N 2.13914 0.97122 -0.40225
N -2.45709 2.38670 0.22396
C 2.64594 -0.91885 0.88164
C -0.71988 0.19353 -1.55169
C 3.03545 0.14688 0.00373
C 1.36246 -1.06180 1.25209
C 0.86550 1.00347 0.18843
C -1.51110 1.94784 -0.18740
C -2.62931 -0.73871 0.93654
C -0.34361 1.44390 -0.76946
H 1.02872 -1.87676 1.77945
H -0.04678 0.14945 -2.39580
H -1.85654 0.17052 -1.89456
H 1.05490 1.79923 0.93679
H -3.20554 -0.16556 0.17969
H 0.25092 2.19752 -1.50988
H 0.06265 -1.62388 -1.30800
H -3.24435 -1.44592 1.55595
H 4.03635 0.27864 -0.40888
H -1.96226 -0.10638 1.47792
H 3.30739 -1.65364 1.01806
```

## Properties
HOMO-LUMO gap (alpha / beta) = 6.30 / 6.90 eV
E_LUMO (alpha / beta) = -6.34 / -6.09 eV
net charge = +1

***

b.
C8H11N4S | the ωB97M-V functional and the def2-TZVPD basis

```
24
C8H11N4S | the OMol25 dataset | the ωB97M-V functional and the def2-TZVPD basis
S -1.00154 -1.98823 1.48773
N -0.88995 -2.34619 -1.14689
N -0.91543 -4.04172 -2.58745
N 0.59941 1.00075 1.85157
N 0.63816 0.57791 -0.98667
C -0.70391 -2.86579 -3.28775
C -0.56089 0.74089 -0.39517
C -0.66346 1.15372 1.02459
C -0.67915 -1.85690 -2.43855
C 1.87840 1.15382 1.04164
C -0.96652 -3.75139 -1.34637
C 1.73688 0.56966 -0.29448
C -0.96711 -1.65786 -0.06861
H -0.40975 -2.88333 -4.37203
H 0.56229 1.65869 2.71414
H 2.67727 0.71751 1.69456
H 2.66044 0.25429 -0.76790
H -1.02839 -4.40833 -0.49655
H -1.67293 0.78934 1.55774
H -0.73060 -0.92585 -2.94892
H -0.94462 2.23861 0.93356
H 0.57137 -0.14333 2.03453
H 2.14064 2.22562 1.10321
H -1.37761 1.10036 -1.02646
```

## Properties
HOMO-LUMO gap (alpha / beta) = 7.16 / 7.35 eV
E_LUMO (alpha / beta) = -4.53 / -4.47 eV
net charge = +1

***

Q: Which of them is the least stable? A: b.

***

a.
C5H15N3 | the ωB97M-V functional and the def2-TZVPD basis

```
23
C5H15N3 | the OMol25 dataset | the ωB97M-V functional and the def2-TZVPD basis
N -2.17962 0.04895 0.93482
N -0.02357 -0.29437 -2.26988
N 1.53324 -0.25103 0.68904
C -1.03749 0.64231 -1.83607
C -0.78558 1.34373 -0.43539
C 2.42248 -1.39448 0.79115
C 0.20056 -0.48895 1.20277
C -0.80960 0.60370 0.86495
H 1.58189 0.24710 -0.17604
H 0.74576 0.16553 -2.76479
H 0.28613 -0.70090 2.27655
H 3.46112 -1.04121 0.88640
H -1.51074 2.15078 -0.52586
H -1.99538 0.11972 -1.71497
H -0.16286 -1.45081 0.75816
H -0.67387 1.36525 1.66408
H -2.50049 -0.47140 1.74234
H 0.59136 -0.61785 -1.52212
H -1.18957 1.47624 -2.52324
H 2.41571 -2.08423 -0.05976
H 0.24771 1.72895 -0.54640
H -2.83359 0.82547 0.86079
H 2.21641 -1.92250 1.70347
```

## Properties
HOMO-LUMO gap = 9.54 eV
E_LUMO = 1.01 eV
SMILES string = CNC[C@H](N)CCN

***

b.
C5H15N3 | the ωB97M-V functional and the def2-TZVPD basis

```
23
C5H15N3 | the OMol25 dataset | the ωB97M-V functional and the def2-TZVPD basis
N 1.84152 -0.14184 2.44057
N -1.21555 -2.30320 1.61021
N -0.25518 -0.69136 -1.42400
C -0.34780 -1.24134 2.07980
C 0.98780 -1.17519 1.89722
C 0.00990 1.52463 -2.48525
C -0.75170 0.71948 -1.45760
C -0.28001 3.00915 -2.39418
H -0.54122 1.22919 -0.49719
H 0.69050 -0.63311 -1.02224
H -0.78488 -1.12680 -0.67619
H -1.10056 -3.23918 2.02521
H 1.46583 -1.96284 1.32335
H -2.18039 -2.02345 1.82555
H -0.15495 1.22865 -3.53513
H -0.03404 3.43067 -1.42805
H -1.82409 0.69402 -1.63953
H 0.34909 3.53207 -3.10232
H -1.34095 3.23055 -2.58160
H 1.08817 1.32776 -2.31847
H 2.54645 -0.56378 3.10237
H -0.88657 -0.44122 2.57939
H 2.40292 0.25199 1.71745
```

## Properties
HOMO-LUMO gap = 9.68 eV
E_LUMO = 0.97 eV
SMILES string = N/C=C/N.CCCN

***

Q: Which of them is the least stable? A: a.

***

a.
C5H15N3 | the ωB97M-V functional and the def2-TZVPD basis

```
23
C5H15N3 | the OMol25 dataset | the ωB97M-V functional and the def2-TZVPD basis
N -3.40892 0.88608 -0.08097
N 2.17236 1.07619 1.07301
N -0.67742 -1.63881 0.38391
C 2.07304 -0.49678 -0.79007
C -0.42401 -0.98050 -0.80083
C 0.65359 -0.04138 -1.41608
C -3.10564 -0.24894 0.45568
C 2.17517 -0.33418 0.64959
H -1.16287 -0.54927 0.33130
H 2.72230 1.62169 0.40787
H 1.25570 1.51684 1.19064
H 2.38329 -1.48902 -1.15387
H -3.37891 -1.24887 0.29824
H 3.02076 -0.83718 1.11118
H 1.25771 -0.77091 1.09380
H -2.70365 -0.20970 1.48303
H -1.01551 1.55627 0.98248
H -0.79540 1.77752 1.60151
H -4.33558 0.91144 -0.46200
H 0.39421 1.04328 -1.16063
H -0.94799 -1.51165 -1.54545
H 0.91116 -0.14093 -2.47826
H 2.93661 0.10880 -1.17407
```

## Properties
HOMO-LUMO gap = 8.24 eV
E_LUMO = 0.12 eV

***

b.
C5H15N3 | the ωB97M-V functional and the def2-TZVPD basis

```
23
C5H15N3 | the OMol25 dataset | the ωB97M-V functional and the def2-TZVPD basis
N -0.30827 0.19439 0.81640
N -1.42299 2.10884 1.50373
N -2.06583 0.93481 -0.48862
C 0.67434 -0.66786 -0.15740
C 2.04269 -0.68985 0.52258
C 0.81708 -0.13208 -1.58236
C -0.93680 1.30278 0.25344
C 0.07754 -2.07347 -0.19670
H 0.69961 -2.76003 -0.78386
H -0.92265 -2.05532 -0.64280
H -0.14368 -0.10245 -2.10509
H 2.75511 -1.31730 -0.02693
H -0.28437 1.97246 -0.30888
H 2.46407 0.31909 0.58678
H 1.47546 -0.77532 -2.18058
H -0.06859 0.19874 1.79966
H -2.42600 1.53030 -1.22512
H -0.01537 -2.49024 0.81119
H -0.80153 2.70918 2.04098
H -2.45013 0.00089 -0.40225
H 1.25401 0.87140 -1.59601
H -2.38331 2.00225 1.81945
H 1.96960 -1.08121 1.54238
```

## Properties
HOMO-LUMO gap = 9.04 eV
E_LUMO = 0.92 eV
SMILES string = CC(C)(C)NC(N)N

***

Q: Which of them is the least stable? A: a.

***

a.
C5H15N3 | the ωB97M-V functional and the def2-TZVPD basis

```
23
C5H15N3 | the OMol25 dataset | the ωB97M-V functional and the def2-TZVPD basis
N 1.67196 0.83956 1.73140
N -0.21903 -0.34162 -1.45116
N -1.79970 1.31333 0.69163
C -0.64375 0.52647 0.88253
C -0.90849 -0.64393 1.80857
C 1.13557 0.30285 -1.95386
C 0.57015 1.20055 0.97526
C -0.27319 -1.79204 -1.39550
H -0.04841 -1.31283 1.87739
H 1.01487 1.35272 -2.22108
H -1.77379 -1.21272 1.45219
H 0.64085 2.19846 0.54248
H -0.94040 0.34370 -1.27080
H -1.22793 -2.13975 -0.98495
H -1.15268 -0.28821 2.81179
H 1.92838 0.15471 -1.22024
H -2.60614 0.77413 0.38528
H 0.54338 -2.16340 -0.76851
H -1.64482 2.09129 0.05693
H -0.12308 -2.23517 -2.38400
H 2.49375 1.41936 1.58508
H 1.41323 -0.24848 -2.85633
H 1.94925 -0.13899 1.70592
```

## Properties
HOMO-LUMO gap = 7.15 eV
E_LUMO = 0.97 eV
SMILES string = C/C(N)=C\N.CNC

***

b.
C5H15N3 | the ωB97M-V functional and the def2-TZVPD basis

```
23
C5H15N3 | the OMol25 dataset | the ωB97M-V functional and the def2-TZVPD basis
N 0.04785 -1.36109 -2.13456
N 1.52459 1.32554 0.76449
N -0.80499 -0.36972 0.33588
C -0.83558 0.79735 1.21297
C 2.55881 0.32611 0.56755
C -1.87362 -0.44337 -0.68561
C 0.53783 1.00573 1.79325
C -1.31678 -0.95140 -2.03748
H -1.23546 1.64851 0.67087
H 0.72003 -0.62616 -1.96689
H 2.26080 -0.68944 0.83226
H -2.31297 0.54950 -0.73785
H 0.32046 -2.11479 -1.51275
H 3.02837 0.48130 -0.40505
H -2.67219 -1.11288 -0.34493
H -0.78334 -1.22602 0.86740
H 1.04209 1.52647 -0.09468
H 0.59495 1.73830 2.60224
H 3.39120 0.51698 1.26519
H -1.42290 -0.15981 -2.78561
H -1.95130 -1.70001 -2.48127
H -1.65671 0.74658 1.95416
H 0.83884 0.09230 2.32043
```

## Properties
HOMO-LUMO gap = 9.54 eV
E_LUMO = 1.01 eV
SMILES string = CNCCNCCN

***

Q: Which of them is the least stable? A: a.